Record 1
The following is a DFT calculation (ωB97M-V with the def2-TZVPD basis set) of 16 unconnected molecules or ions with the total composition C48H132N4O20 in a non-equilibrium geometry.

Values from the calculation:
HOMO level (Ha): -0.321
E_LUMO (hartree): 0.000
Kohn-Sham gap (eV): 8.7

```
! wB97M-V def2-TZVPD RIJCOSX def2/J DEFGRID3
* xyz 0 1
C -4.00093 0.50059 -2.06300
O -3.08731 0.82134 -1.05479
C -1.72754 0.59185 -1.50442
C -0.52032 0.99050 -0.51508
N -0.52728 0.05478 0.57127
C 0.50841 0.35121 1.56244
C 1.81278 -0.19030 0.93941
O 2.42555 -1.28136 1.68340
C 3.70165 -1.65953 1.22437
H -3.71729 0.58682 -3.11192
H -4.77993 1.24648 -1.90520
H -4.23642 -0.55107 -1.89978
H -1.77145 1.19007 -2.41453
H -1.57298 -0.41137 -1.90162
H -0.57724 1.99958 -0.10690
H 0.42026 0.94639 -1.06413
H -1.42507 0.36590 0.91372
H 0.28795 -0.28109 2.42250
H 0.52606 1.43132 1.70792
H 2.39641 0.71040 0.74911
H 1.67127 -0.67548 -0.02633
H 4.19810 -0.79292 0.78776
H 3.56872 -2.37722 0.41482
H 4.35109 -2.07069 1.99719
C -6.07477 9.20313 0.89595
O -7.21052 8.39642 0.98173
C -8.10918 8.84295 -0.06261
C -9.18779 7.77372 -0.46247
N -8.61850 6.69512 -1.35158
C -7.88485 5.66691 -0.65465
C -7.09471 4.89529 -1.66349
O -7.99583 4.09110 -2.39168
C -7.28718 3.23520 -3.26153
H -6.23431 10.28115 0.91831
H -5.57046 8.89882 -0.02121
H -5.38109 9.01942 1.71641
H -7.61472 9.19396 -0.96837
H -8.73216 9.67175 0.27367
H -9.92380 8.30808 -1.06318
H -9.78229 7.34220 0.34280
H -9.29395 6.16672 -1.88511
H -8.46019 5.00826 -0.00406
H -7.12929 6.13673 -0.02496
H -6.25491 4.35745 -1.22353
H -6.55692 5.61423 -2.28156
H -8.02419 2.48913 -3.55867
H -6.61599 2.54395 -2.75185
H -6.90914 3.77705 -4.12848
C -10.94647 -4.71730 2.36020
O -9.77580 -4.17414 2.97718
C -8.68701 -5.07803 3.12222
C -7.37770 -4.54414 3.75575
N -6.37173 -4.08042 2.83281
C -5.29686 -3.50799 3.57593
C -4.04006 -3.34162 2.58858
O -4.37567 -2.28862 1.69731
C -3.33259 -2.17616 0.74620
H -11.62847 -3.90093 2.12247
H -11.45263 -5.38698 3.05550
H -10.81918 -5.17478 1.37908
H -8.49340 -5.56953 2.16878
H -8.90651 -5.78551 3.92183
H -6.88907 -5.24952 4.42791
H -7.70256 -3.72489 4.39715
H -6.75791 -3.38281 2.21289
H -5.01857 -4.20279 4.36833
H -5.41744 -2.56008 4.10036
H -3.79161 -4.26319 2.06218
H -3.11789 -2.95513 3.02256
H -2.53224 -1.60663 1.21859
H -3.71696 -1.57884 -0.08059
H -3.05864 -3.07791 0.19857
C 6.21911 -3.26700 -2.21156
O 7.45856 -3.39595 -1.62562
C 8.49447 -3.26204 -2.44154
C 9.92726 -3.17417 -1.85987
N 11.01133 -2.86621 -2.83872
C 11.48908 -3.95028 -3.70392
C 12.61344 -3.54622 -4.77541
O 13.84227 -3.52179 -4.08739
C 14.90400 -3.27916 -4.98739
H 5.43546 -3.13137 -1.46618
H 6.06058 -4.18489 -2.77762
H 6.15496 -2.47032 -2.95270
H 8.37036 -2.44252 -3.14941
H 8.53167 -4.20562 -2.98595
H 10.22482 -4.10945 -1.38572
H 9.95588 -2.44959 -1.04608
H 11.85524 -2.59966 -2.35202
H 10.62424 -4.24340 -4.29909
H 11.78101 -4.77985 -3.05994
H 12.52482 -2.52859 -5.15578
H 12.63101 -4.22654 -5.62686
H 15.75243 -2.94552 -4.38995
H 14.70209 -2.47395 -5.69376
H 15.18334 -4.05054 -5.70504
C -4.72067 1.05601 2.53472
C -3.98709 2.31222 2.20867
O -2.76338 1.91659 1.39300
H -4.11924 0.34275 3.09832
H -5.05891 0.51709 1.64970
H -5.65978 1.30730 3.02770
H -3.70814 2.66948 3.19996
H -4.42894 3.24293 1.85279
H -2.89695 1.94486 0.44276
C -0.90745 2.72335 4.18103
C -0.72081 4.12369 3.64262
O -0.85901 4.09356 2.20167
H -1.82829 2.25040 3.83977
H -0.90885 2.74431 5.27083
H -0.09784 2.01178 4.01883
H 0.18775 4.69423 3.83524
H -1.47057 4.74007 4.13864
H -1.53924 3.46933 1.93857
C 2.90876 4.01068 2.49570
C 2.21417 3.94018 1.10657
O 3.12313 3.50172 0.19613
H 2.22978 3.68930 3.28551
H 3.14100 5.07253 2.57722
H 3.87556 3.50743 2.48417
H 1.73221 4.83024 0.70209
H 1.44994 3.16319 1.12501
H 2.76131 3.65448 -0.67985
C 5.60250 -3.59719 6.70896
C 4.72756 -4.34136 5.73399
O 4.97054 -3.70176 4.44494
H 6.68049 -3.61317 6.54843
H 5.36995 -4.07475 7.66077
H 5.30487 -2.56219 6.87721
H 3.66287 -4.28491 5.96057
H 5.00953 -5.39138 5.81178
H 4.37151 -2.96490 4.30432
C 0.39051 -3.05274 4.85332
C 0.98638 -1.62616 5.13684
O 2.19373 -1.53276 4.41616
H -0.49852 -3.14271 5.47753
H 1.00456 -3.84553 5.28058
H 0.15749 -3.19655 3.79828
H 1.27293 -1.38519 6.16052
H 0.34886 -0.84822 4.71675
H 1.94557 -1.59058 3.49059
C 7.57305 -0.29924 -0.24816
C 7.07768 1.16240 -0.43661
O 8.01026 2.04002 0.03460
H 6.79717 -1.06473 -0.25965
H 7.96592 -0.39309 0.76424
H 8.32917 -0.68437 -0.93231
H 6.21039 1.17131 0.22356
H 6.72619 1.35474 -1.45030
H 7.51458 2.85017 0.17445
C 2.47596 2.78454 -4.80957
C 2.00882 2.59431 -3.40587
O 2.46487 3.65274 -2.57947
H 3.49249 3.17667 -4.77795
H 1.88959 3.51400 -5.36828
H 2.37347 1.85352 -5.36707
H 2.44801 1.66970 -3.03128
H 0.93850 2.40014 -3.33635
H 1.99226 4.48350 -2.66940
C -2.89991 3.02617 -5.52933
C -1.59640 3.54662 -6.17325
O -1.79090 3.14776 -7.48162
H -2.83723 3.38128 -4.50070
H -2.85411 1.94117 -5.43556
H -3.81629 3.44234 -5.94781
H -0.72819 3.02245 -5.77381
H -1.53651 4.63482 -6.15573
H -1.01556 3.23872 -8.04034
C 3.22747 -7.27247 1.31922
C 4.18485 -6.51844 2.32963
O 3.45750 -5.35433 2.74656
H 3.75853 -8.00366 0.70975
H 2.94237 -6.57256 0.53376
H 2.36827 -7.69142 1.84299
H 5.08731 -6.09543 1.88833
H 4.50344 -7.20574 3.11335
H 4.07262 -4.72302 3.12694
C 0.92992 -4.51155 -1.49426
C 0.59914 -3.57777 -0.38760
O -0.09230 -2.48469 -1.00579
H 1.13255 -3.99737 -2.43376
H 0.10192 -5.16477 -1.76962
H 1.72307 -5.20890 -1.22460
H 1.41206 -3.33183 0.29560
H -0.18507 -3.91601 0.28968
H -0.03804 -1.74201 -0.39991
C -3.87434 -3.76984 -3.72879
C -2.43890 -3.32521 -3.72306
O -1.70582 -4.26923 -3.07222
H -4.53682 -3.24610 -4.41794
H -4.33399 -3.80109 -2.74094
H -4.00318 -4.84624 -3.84215
H -2.23332 -2.40820 -3.17086
H -2.15767 -3.09547 -4.75078
H -1.00886 -3.76869 -2.64173
C -2.67815 6.21379 0.32259
C -2.78081 5.09049 -0.79793
O -2.58867 5.82490 -2.04784
H -2.75232 5.87119 1.35470
H -3.57962 6.80788 0.17260
H -1.83013 6.83645 0.03755
H -3.82185 4.78587 -0.69050
H -2.06675 4.28562 -0.62355
H -1.67575 6.08820 -2.18515
*
```

These are the Löwdin partial charges, in e, on atoms 1 to 8:
1. C -0.0947
2. O -0.2438
3. C -0.1222
4. C -0.1711
5. N -0.0861
6. C -0.1311
7. C -0.1500
8. O -0.2255

***

Record 2
The following is a DFT calculation (ωB97M-V with the def2-TZVPD basis set) of 2 unconnected molecules or ions with the total composition C5H14 in a non-equilibrium geometry.

Values from the calculation:
HOMO level (alpha / beta) (Ha): 0.056 / -0.279
E_LUMO (alpha / beta) (hartree): 0.151 / 0.155
Kohn-Sham gap (alpha / beta) (eV): 2.6 / 11.8
ΔE to the lowest compared entry with this formula, charge and spin (kcal per mole): 7.1

```
! wB97M-V def2-TZVPD RIJCOSX def2/J DEFGRID3
* xyz -1 2
C -0.92171 -0.87592 2.39076
C -1.56901 0.47341 2.02940
H -1.13419 -1.19607 3.41954
H -1.11779 -1.64410 1.65363
H 0.15001 -0.73854 2.55432
H -1.33349 0.60436 0.97588
H -1.12927 1.29640 2.58380
H -2.63145 0.55372 2.26717
C 0.77883 -0.11391 -1.09012
C -0.25340 0.69195 -1.86572
C 2.12249 -0.27362 -1.78885
H 0.93844 0.39565 -0.13261
H 0.44610 -1.10814 -0.78260
H -0.27484 0.58616 -2.94878
H 2.49454 0.71309 -2.08553
H -0.11060 1.76888 -1.71710
H -1.26817 0.49184 -1.50462
H 2.79232 -0.88263 -1.18280
H 2.02118 -0.74253 -2.77576
*
```

These are the Löwdin partial charges, in e, on atoms 1 to 8:
1. C -0.3840
2. C -0.2670
3. H 0.0193
4. H 0.0160
5. H 0.0157
6. H 0.0259
7. H 0.0333
8. H 0.0366

***

Record 3
The following is a DFT calculation (ωB97M-V with the def2-TZVPD basis set) of 2 unconnected molecules or ions with the total composition C4H12.

Values from the calculation:
HOMO level (Ha): -0.434
E_LUMO (hartree): 0.044
Kohn-Sham gap (eV): 13.0
ΔE to the lowest compared entry with this formula, charge and spin (kcal per mole): 2.7

```
! wB97M-V def2-TZVPD RIJCOSX def2/J DEFGRID3
* xyz 0 1
C -0.17065 1.74886 0.21045
C -0.14648 1.61715 1.72028
H 0.59215 1.10435 -0.21940
H -1.13551 1.45105 -0.19159
H 0.03589 2.76768 -0.10816
H -0.84538 2.27283 2.24600
H -0.36502 0.59592 2.03129
H 0.83383 1.84210 2.12997
C 0.90064 -1.67218 -1.10069
C -0.60291 -1.67821 -0.83667
H 1.48761 -1.14140 -0.34815
H 1.30170 -2.67624 -1.16355
H 1.16156 -1.19175 -2.05760
H -0.89014 -1.15040 0.06937
H -0.98889 -2.69059 -0.75290
H -1.16841 -1.19915 -1.62864
*
```

These are the Löwdin partial charges, in e, on atoms 1 to 8:
1. C -0.1711
2. C -0.1730
3. H 0.0460
4. H 0.0610
5. H 0.0627
6. H 0.0633
7. H 0.0548
8. H 0.0594